[1]
{"formula": "C25H32NO2V", "method": "ωB97M-V with the def2-TZVPD basis set", "symbols": ["H", "C", "C", "H", "C", "H", "V", "C", "H", "H", "O", "H", "H", "H", "H", "C", "C", "H", "C", "O", "C", "H", "H", "C", "C", "H", "C", "H", "H", "C", "H", "N", "C", "H", "C", "C", "H", "H", "H", "H", "H", "H", "H", "C", "H", "H", "C", "H", "H", "C", "H", "C", "C", "C", "H", "H", "C", "C", "H", "C", "C"], "positions_angstrom": [[1.974169, -2.813597, 2.780532], [-2.014224, 0.267738, 0.588170], [0.103143, -4.748749, 0.731551], [-1.743866, -2.905692, 3.015695], [2.394764, -0.277469, 0.613417], [1.493327, -0.407576, 3.858652], [0.193965, -0.710659, 0.973013], [-2.410297, 4.697018, -0.841072], [1.131250, -4.540407, 1.052990], [-4.400319, 3.913540, -0.484397], [1.147071, -1.080258, -3.208847], [2.628744, -2.475111, 0.184367], [-2.737578, -1.553614, 1.643745], [3.737732, 1.968410, -0.275589], [3.156692, -1.522302, -1.752964], [-2.064015, -0.701286, 1.627051], [-0.818207, -3.642277, 1.210635], [0.359436, 1.073919, -0.988930], [-1.204056, -0.253713, 2.689522], [-0.346167, -2.403494, 0.657776], [-0.648262, 1.009538, 2.292703], [-0.056537, 1.679029, 2.913730], [2.041109, 1.479453, 1.958067], [-0.932916, 3.279482, -2.149491], [-3.423334, 3.734058, -0.943299], [-2.341213, 0.750840, -3.609996], [0.659407, -0.064615, -2.731780], [-0.246980, 0.654283, -4.355911], [-3.978884, 1.807405, -1.751138], [1.758777, -0.588366, 2.820133], [0.013033, -3.241482, 3.156103], [-0.254821, 0.788761, -3.346835], [2.782628, 1.792991, -0.789730], [-1.810952, 0.128558, -2.049452], [-1.174995, 4.482512, -1.464725], [-1.625042, 0.926019, -2.793403], [-1.155605, -4.568845, 3.103253], [-2.663217, 0.273254, -0.284788], [-1.821557, -3.825339, 0.791731], [0.078429, -4.815637, -0.361544], [-1.087793, -0.739624, 3.656137], [2.884093, 2.135480, -1.829037], [2.011783, 2.409328, -0.306792], [-1.136129, 1.322707, 0.997728], [-0.205778, -5.708992, 1.158057], [-0.389940, 5.241181, -1.432284], [1.972490, -1.870096, 2.247187], [-2.588808, 5.621290, -0.286256], [4.410928, -0.517289, -1.005844], [-1.911077, 2.281194, -2.174874], [0.465469, -0.769627, -0.873090], [2.425533, 0.306575, -0.781407], [-0.933754, -3.573087, 2.713493], [3.469625, -0.487302, -1.579919], [3.678451, -0.015770, -2.545717], [-0.977109, 2.253234, 0.454197], [0.942953, 0.185655, -1.272121], [2.026383, 0.401196, 1.821904], [0.001870, 3.105155, -2.686617], [-3.181142, 2.545818, -1.635855], [2.341320, -1.693348, 0.882164]], "forces_ev_per_angstrom": [[-0.2575, 0.1580, -0.1632], [-0.4456, 0.1138, 0.6250], [0.1022, -0.2040, 0.1309], [0.2315, -0.0421, 0.0361], [0.0963, -0.6085, 0.9625], [-0.0215, 0.0382, -0.2897], [-0.4555, 0.0457, 1.5984], [0.1604, -0.1117, -0.0945], [-0.1458, -0.0189, -0.0845], [0.3682, -0.0766, -0.1766], [-0.3425, 0.9821, -1.3611], [-0.4135, 0.1534, 0.1309], [0.4997, 0.0218, -0.1174], [-0.1626, -0.0355, -0.1097], [0.0201, 0.3219, -0.0329], [-0.0609, 1.5669, 0.4219], [0.5453, 2.1123, -1.2273], [0.3800, -0.4031, 0.3141], [-1.0696, 0.8958, -0.1181], [-1.3905, -4.5140, -0.7472], [-1.7022, 0.3373, 0.5929], [-0.0217, -0.4022, -0.2424], [-0.2137, -0.3108, -0.0479], [-0.3370, 0.2286, 0.2540], [0.2289, -0.0053, -0.2414], [0.2177, -0.0028, 0.1532], [0.7627, -1.2228, 1.4351], [-0.1755, -0.2305, 0.3389], [0.2629, 0.1411, 0.1827], [1.5251, -0.0719, -0.1628], [-0.3521, 0.0194, -0.0763], [-0.2678, -0.0571, -1.0709], [0.2409, 0.1544, -0.0114], [0.1784, 0.4001, -0.2741], [-0.2484, -0.3477, -0.1969], [0.3195, -0.1202, -0.0809], [-0.0833, -0.1177, 0.1381], [0.3295, -0.1089, 0.2304], [-0.1024, -0.1354, 0.0508], [0.0579, 0.0553, 0.1871], [0.1216, 0.1225, -0.3379], [-0.0314, 0.0184, 0.1513], [0.1522, -0.2009, -0.0256], [-0.2649, -0.3073, 0.3607], [0.0408, -0.0927, -0.0772], [-0.2851, -0.1804, 0.0453], [0.6625, 1.0589, -0.1642], [0.0527, -0.2944, -0.1734], [-0.3212, 0.1232, -0.1226], [-0.0911, 0.3851, -0.1125], [0.3718, 0.7132, -0.4836], [-0.1828, -0.1574, 0.0681], [0.0422, -0.3196, 0.4584], [0.1605, -0.0178, -0.1331], [-0.1073, -0.1412, -0.0221], [0.1109, -0.2860, 0.1489], [-0.4293, 0.2221, -1.4709], [0.9481, -0.6027, 0.1779], [-0.2017, 0.0240, 0.3972], [0.2817, 0.1638, 0.1321], [0.7119, 1.1708, 0.3275]], "total_charge": -1, "multiplicity": 4, "homo_ev": [-1.3, -3.4], "s_squared": 3.764, "energy_ev": -57715.5373}

=====

[2]
{"formula": "C3HFO3", "method": "ωB97M-V with the def2-TZVPD basis set", "symbols": ["O", "C", "F", "C", "O", "O", "C", "H"], "positions_angstrom": [[-1.891880, 0.430897, -0.922453], [-1.431956, -0.398115, -0.279185], [0.787679, 0.282462, -1.355309], [0.679370, 0.657717, -0.010252], [1.334516, -1.028612, 1.573237], [-1.107642, -1.401428, 0.162170], [1.178539, -0.185221, 0.827085], [0.451374, 1.642299, 0.004708]], "forces_ev_per_angstrom": [[-0.7540, 2.0200, -0.3550], [-1.0612, -0.8344, -1.3536], [0.2073, -0.2225, 0.5564], [0.9179, -0.5613, -3.5140], [0.9461, -1.3290, 1.3383], [0.5244, -1.8398, 1.5617], [-0.3015, -0.0128, 0.6990], [-0.4790, 2.7799, 1.0672]], "smiles": "O=C=CF.O=C=O", "e_above_lowest_kj_mol": 109.2, "multiplicity": 1, "homo_ev": -9.8, "energy_ev": -11985.0791}